{"formula": "C24H72O24", "method": "ωB97M-V with the def2-TZVPD basis set", "symbols": ["O", "C", "C", "O", "H", "H", "H", "H", "H", "H", "O", "C", "C", "O", "H", "H", "H", "H", "H", "H", "O", "C", "C", "O", "H", "H", "H", "H", "H", "H", "O", "C", "C", "O", "H", "H", "H", "H", "H", "H", "O", "C", "C", "O", "H", "H", "H", "H", "H", "H", "O", "C", "C", "O", "H", "H", "H", "H", "H", "H", "O", "C", "C", "O", "H", "H", "H", "H", "H", "H", "O", "C", "C", "O", "H", "H", "H", "H", "H", "H", "O", "C", "C", "O", "H", "H", "H", "H", "H", "H", "O", "C", "C", "O", "H", "H", "H", "H", "H", "H", "O", "C", "C", "O", "H", "H", "H", "H", "H", "H", "O", "C", "C", "O", "H", "H", "H", "H", "H", "H"], "positions_angstrom": [[2.8835, -7.4341, 4.5437], [2.1201, -6.4801, 3.7724], [2.8341, -5.3917, 2.9990], [3.7339, -5.6183, 1.9376], [3.3551, -7.9730, 3.9044], [1.7824, -7.0684, 2.9192], [1.3114, -6.1471, 4.4228], [3.4202, -4.7606, 3.6671], [2.0839, -4.7044, 2.6079], [4.3369, -4.8777, 2.0344], [-4.3998, -7.0640, 0.7771], [-3.0309, -7.1539, 0.4620], [-2.4563, -8.5711, 0.1216], [-3.1067, -9.0334, -1.0800], [-5.0658, -6.9240, 0.0999], [-2.9490, -6.5263, -0.4254], [-2.5477, -6.7042, 1.3295], [-2.6654, -9.3169, 0.8886], [-1.3974, -8.6034, -0.1347], [-2.3971, -9.4550, -1.5702], [-3.9144, 6.5480, -2.3198], [-3.0737, 6.8442, -1.2328], [-2.0205, 5.6321, -1.1742], [-1.6563, 5.1726, -2.5159], [-3.2691, 5.9854, -2.7541], [-2.3609, 7.6481, -1.4162], [-3.4894, 6.8965, -0.2266], [-2.4542, 4.7164, -0.7722], [-1.2447, 5.8589, -0.4429], [-0.7473, 4.8720, -2.4455], [-4.1010, -0.8617, 5.1893], [-5.0544, 0.1875, 5.3152], [-4.5628, 1.2197, 4.2909], [-5.5607, 2.2597, 4.2821], [-4.2430, -1.4422, 5.9406], [-6.0929, -0.1258, 5.2075], [-4.7964, 0.5586, 6.3071], [-4.4139, 0.8492, 3.2766], [-3.6281, 1.6675, 4.6284], [-5.6817, 2.5270, 5.1961], [-6.4061, -3.0970, -0.9951], [-7.6275, -3.5779, -1.5145], [-7.4110, -4.4408, -2.7827], [-7.1641, -5.8054, -2.5141], [-5.9685, -3.8680, -0.6268], [-8.0759, -4.2550, -0.7875], [-8.3376, -2.7533, -1.5760], [-6.6989, -3.9415, -3.4398], [-8.3066, -4.3755, -3.4005], [-6.3116, -6.0024, -2.9091], [0.6762, -7.5307, -6.1831], [0.3578, -6.5639, -5.1244], [0.4017, -5.0939, -5.7287], [-0.7458, -4.9439, -6.5457], [1.3235, -7.0098, -6.6640], [-0.6386, -6.7011, -4.7043], [1.0787, -6.8079, -4.3440], [1.3470, -4.8560, -6.2165], [0.3950, -4.4305, -4.8639], [-0.6993, -5.7634, -7.0434], [4.7879, 6.9388, 2.3712], [5.8291, 7.6360, 3.1641], [6.4986, 8.5965, 2.2364], [7.3969, 9.4392, 2.7441], [4.1745, 6.4420, 2.9177], [5.3190, 8.0209, 4.0471], [6.6296, 6.9575, 3.4588], [5.7045, 9.1694, 1.7576], [6.9789, 8.0391, 1.4322], [7.6849, 10.1793, 2.2047], [8.8691, 2.0118, 1.2526], [7.9980, 1.7594, 2.2676], [6.6535, 0.8840, 1.8827], [7.0801, -0.4019, 1.6386], [9.7478, 2.0537, 1.6370], [8.5387, 1.2679, 3.0764], [7.7812, 2.7600, 2.6415], [6.1090, 1.4546, 1.1303], [6.0733, 0.8497, 2.8048], [7.9032, -0.2884, 1.1576], [5.1255, -0.5207, -5.4338], [4.2714, 0.5119, -4.9118], [4.8196, 0.8644, -3.4660], [5.5133, 2.0607, -3.2558], [6.0321, -0.2368, -5.2958], [4.2816, 1.4795, -5.4135], [3.3405, -0.0320, -5.0724], [5.2083, 0.0097, -2.9125], [3.9205, 1.1141, -2.9028], [6.0834, 1.9987, -2.4858], [-0.7648, -1.7845, -0.4828], [0.1608, -0.7491, -0.6358], [-0.0055, 0.1377, 0.5670], [0.8067, 1.2508, 0.5369], [-1.4024, -1.5979, -1.1758], [1.1679, -1.1060, -0.8512], [-0.1386, -0.2480, -1.5563], [0.1972, -0.5550, 1.3838], [-1.0650, 0.3916, 0.5334], [0.9739, 1.5513, 1.4332], [-0.3055, 7.3794, 6.2836], [0.6900, 6.3051, 6.2089], [0.4031, 5.4889, 4.9642], [1.3647, 4.4303, 4.8643], [0.0307, 8.1650, 6.7212], [1.6802, 6.7595, 6.1741], [0.6506, 5.5915, 7.0319], [0.4124, 6.1325, 4.0845], [-0.6303, 5.1450, 5.0078], [1.4876, 3.9540, 5.6887], [-3.3054, 1.5342, -4.9318], [-4.4115, 1.8763, -5.7779], [-5.7314, 1.3189, -5.3247], [-6.0394, 1.8977, -4.0435], [-3.1192, 2.1851, -4.2512], [-4.3015, 2.9597, -5.7304], [-4.1145, 1.4250, -6.7246], [-5.7666, 0.2630, -5.0565], [-6.6759, 1.5982, -5.7918], [-5.2707, 1.8922, -3.4685]], "forces_ev_per_angstrom": [[0.1368, 1.0032, -0.0620], [0.9730, -2.0266, -1.6352], [0.2989, 2.7827, 1.7189], [0.1365, -1.3643, -0.2870], [0.1683, -0.0685, 0.0788], [-1.2320, -0.2485, 0.0933], [0.1714, 0.3579, -0.3902], [-0.2425, 0.0339, 0.7946], [-0.6746, -0.1669, 0.1149], [0.2615, -0.2934, -0.4366], [-0.8587, -0.8025, 1.5850], [-0.0864, -0.0933, -1.0689], [-1.2966, 0.3047, -0.5081], [0.1319, 0.1159, 0.0302], [0.7623, -0.2700, -0.6084], [0.9973, 0.0455, -0.0660], [0.4020, -0.1168, -0.1929], [0.0405, 0.2567, 0.4008], [0.2334, 0.7158, 0.7287], [-0.3605, -0.1410, -0.3349], [0.0049, 0.4585, 0.8499], [2.9360, -2.2100, -0.0393], [-1.6265, -0.8221, 0.7082], [0.4525, 1.1898, 0.9885], [-0.6626, -0.2849, -1.4659], [-0.6496, 0.8829, -0.1221], [-0.5927, 0.2272, -0.3387], [-0.6566, 0.2167, 0.4415], [0.7101, 0.3180, -0.7117], [0.0891, -0.0209, -0.3160], [-0.2762, -1.0468, -0.1530], [2.3871, 0.0066, -0.4265], [-1.4211, 0.8822, 0.9795], [0.2414, -0.0476, -0.6331], [0.2024, -0.2836, -0.0684], [0.0351, 0.1070, -0.1752], [-1.0118, 0.7253, 0.2517], [-0.3659, -0.1681, 0.1562], [0.2600, -0.3218, 0.0262], [-0.0420, 0.1492, 0.0411], [0.1791, 0.1625, 0.0822], [0.0894, -1.3332, 0.0093], [-1.5238, 1.6562, -0.4126], [0.7203, 0.2656, 0.1775], [0.2704, 0.0823, 0.1460], [-0.2016, -0.1771, 0.1802], [0.2996, 0.1114, -0.6663], [0.6952, -0.2788, 0.2836], [-0.4916, -0.1774, 0.1625], [0.0201, -0.3141, 0.0672], [-0.9295, 1.1112, 0.4992], [0.9319, 0.4410, -0.8911], [-0.2278, -1.4810, 1.9723], [0.8304, 0.1390, 0.2119], [0.3653, -0.5091, -0.4673], [-0.0745, -0.3136, -0.4041], [0.0956, 0.7334, 0.2705], [0.1214, -0.2929, -0.4946], [-0.5322, 0.3107, -0.1205], [-0.5823, -0.1341, -0.5633], [1.3645, 0.7878, -0.0211], [-0.8615, -1.5680, 0.1050], [-2.3640, -0.0733, -3.2266], [2.5837, 1.7201, 3.1523], [0.2848, 0.1007, 0.3786], [0.4264, 0.5638, -0.0267], [-0.2891, -0.4914, 0.4131], [-0.4346, -0.0238, -0.2522], [-0.2582, -0.6491, -0.1860], [-0.4728, -0.3952, -0.3250], [1.3956, -0.6450, -2.5047], [-2.5123, 0.1361, 1.8954], [2.6344, 2.6163, 2.0407], [-0.0256, -0.8181, -0.9570], [0.0791, 0.0180, -0.3111], [-0.3702, -0.5454, 0.2183], [-1.1080, -0.0308, 0.5231], [-0.0940, -0.5025, -0.5156], [-0.2120, 0.2073, -0.0832], [0.1916, -0.4379, -0.3170], [0.3844, 0.5751, -0.6926], [2.4670, -0.5130, 1.1724], [-3.7930, -0.4372, 1.1725], [1.5510, 0.8029, -1.3596], [0.2071, -0.0627, -0.1591], [0.0271, -0.1383, -0.7176], [-0.5589, 0.8683, 1.1212], [0.5412, -0.1914, -0.5607], [-0.8151, -0.7143, 0.1320], [-0.0145, -0.1930, -0.0920], [-0.5034, -0.9476, -0.1706], [0.1914, 0.8194, -1.3517], [-0.4572, -1.2320, -0.3217], [0.8715, 0.8929, 0.0111], [-0.3406, -0.5940, 0.2577], [0.1861, -0.1801, 0.5658], [0.3359, 0.6937, -0.0551], [-0.1022, 0.3145, 0.5670], [-0.1801, 0.1843, 0.5040], [-0.0119, 0.0676, -0.0188], [0.3361, -1.3174, -0.0659], [-0.6329, 1.3122, -0.3451], [0.0778, 0.1246, 0.4757], [-0.2151, 0.4784, -0.8852], [0.3043, -0.2283, 0.0854], [0.1325, -0.2043, -0.0800], [-0.2059, 0.3355, 0.5587], [0.6243, -0.2465, -0.1545], [-0.0539, -0.4249, 0.1843], [-0.3500, 0.1758, 0.2053], [0.1638, -1.4123, 0.6371], [1.3044, 0.0197, -0.2231], [-0.8295, 0.5607, 2.8046], [-0.2221, 0.8192, 0.7292], [-0.3148, 0.2289, -0.1743], [-1.2611, 0.1840, -0.9910], [-0.2164, 0.4572, -0.3228], [0.6133, -0.4419, -1.1306], [0.6411, -0.1328, -1.2737], [0.1289, -0.2575, -0.0290]], "total_charge": 0, "gap_ev": 9.55, "relative_energy_kcal_mol": 212.04}